A structure of composition C33H29N4OPPdS2 in a non-equilibrium geometry. Source: the Open Molecules 2025 dataset; level of theory: ωB97M-V with the def2-TZVPD basis set.

Last column: Löwdin charge in e.
Element x y z (Å)
1 Pd 0.08 -0.23 -0.34  0.28
2 C -0.15 0.53 4.06  -0.04
3 C 0.02 0.68 2.57  -0.29
4 N 0.12 -0.35 1.80  -0.09
5 N 0.05 -1.59 2.37  -0.10
6 C -0.53 -2.51 1.65  -1.18
7 S -1.33 -2.34 0.15  0.41
8 S -0.53 -4.13 2.43  0.76
9 C -2.34 -4.16 2.86  -0.45
10 C -2.64 -3.37 4.08  -0.30
11 C -3.17 -2.09 3.99  -0.04
12 C -3.41 -1.33 5.13  -0.10
13 C -3.11 -1.84 6.38  -0.12
14 C -2.57 -3.12 6.49  -0.11
15 C -2.33 -3.87 5.35  -0.07
16 C 0.07 2.03 1.99  -0.13
17 C 0.63 3.07 2.74  -0.10
18 C 0.70 4.37 2.28  -0.17
19 C 0.18 4.66 1.01  -0.15
20 C -0.41 3.68 0.26  -0.05
21 C -0.54 2.32 0.70  -0.41
22 O -1.28 1.50 0.05  -0.18
23 H -0.51 -0.46 4.29  0.05
24 H 0.82 0.65 4.55  0.07
25 H -0.83 1.29 4.46  0.07
26 H -2.84 -3.77 1.97  0.03
27 H -2.56 -5.22 2.98  0.06
28 H -3.38 -1.67 3.01  0.12
29 H -3.81 -0.33 5.04  0.10
30 H -3.28 -1.25 7.27  0.09
31 H -2.31 -3.52 7.46  0.09
32 H -1.89 -4.86 5.43  0.10
33 H 1.04 2.84 3.72  0.09
34 H 1.15 5.15 2.89  0.06
35 H 0.24 5.67 0.62  0.08
36 H -0.84 3.91 -0.71  0.09
37 N 2.18 -0.42 -2.81  -0.12
38 P 0.45 -0.22 -2.58  0.91
39 C 0.34 1.59 -2.94  -0.34
40 C 1.43 2.44 -2.77  -0.09
41 C 1.32 3.79 -3.05  -0.11
42 C 0.12 4.32 -3.49  -0.14
43 C -0.98 3.49 -3.63  -0.12
44 C -0.87 2.13 -3.36  -0.10
45 C -0.11 -0.76 -4.25  -0.35
46 C -1.09 -1.74 -4.36  -0.09
47 C -1.47 -2.23 -5.60  -0.11
48 C -0.86 -1.76 -6.76  -0.12
49 C 0.15 -0.81 -6.65  -0.11
50 C 0.52 -0.31 -5.42  -0.10
51 C 2.93 -0.63 -1.67  -0.42
52 C 4.18 -1.25 -1.73  -0.06
53 C 4.94 -1.35 -0.58  -0.12
54 C 4.39 -0.88 0.61  -0.11
55 C 3.13 -0.32 0.59  -0.14
56 N 2.39 -0.16 -0.52  0.03
57 H 2.44 -1.01 -3.58  0.08
58 H 2.37 2.03 -2.42  0.09
59 H 2.19 4.44 -2.92  0.09
60 H 0.03 5.38 -3.68  0.08
61 H -1.93 3.90 -3.96  0.09
62 H -1.73 1.48 -3.47  0.11
63 H -1.55 -2.12 -3.45  0.10
64 H -2.24 -2.99 -5.68  0.09
65 H -1.17 -2.13 -7.73  0.09
66 H 0.63 -0.44 -7.55  0.09
67 H 1.27 0.46 -5.34  0.10
68 H 4.55 -1.60 -2.68  0.09
69 H 5.93 -1.78 -0.61  0.08
70 H 4.95 -0.93 1.54  0.08
71 H 2.68 0.04 1.51  0.10

## Properties
Charge: -2
E_HOMO (alpha / beta) in eV: 1.2 / 1.2
Electronic energy in Eh: -2834.78379
LUMO level (alpha / beta) in eV: 4.48 / 4.48
Maximum force in hartree/bohr: 0.056
HOMO-LUMO gap (alpha / beta) in eV: 3.32 / 3.32